Entry 1:
A molecular structure, C20H34BrCl2N4O2S2Sc at a distorted geometry, computed with ωB97M-V with the def2-TZVPD basis set.

Computed properties:
**Orbital gap**: 0.273 hartree
**Spin multiplicity**: 1
**Net charge**: +2
**Energy**: -6203.07767 Eh
**Highest occupied orbital energy**: -13.118 eV

Last column: Mulliken charge in e.
Geometry (Å):
Sc  -0.383  1.560  -0.691  -0.0502
C  1.651  -5.673  -1.460  -1.5898
C  0.203  -5.512  -0.973  2.0942
C  -0.007  -6.444  0.224  -2.0359
C  -0.756  -5.937  -2.091  -1.7019
C  -0.040  -4.055  -0.631  -0.2971
C  -0.180  -3.109  -1.656  -0.5608
C  -0.348  -1.796  -1.314  -0.2967
Br  -0.632  -0.416  -2.666  -0.1952
C  -0.365  -1.298  0.003  0.7627
O  -0.432  0.009  0.178  0.1119
C  -0.324  -2.263  1.038  -0.4834
C  -0.154  -3.594  0.677  -0.1378
C  -0.539  -1.941  2.511  2.2400
C  -0.594  -0.437  2.797  -2.0664
C  -1.883  -2.563  2.923  -1.7369
C  0.585  -2.546  3.364  -1.8124
H  1.839  -6.720  -1.679  0.4441
H  2.362  -5.354  -0.701  0.3651
H  1.834  -5.099  -2.364  0.3598
H  0.135  -7.471  -0.105  0.4615
H  -1.015  -6.360  0.622  0.4332
H  0.712  -6.257  1.018  0.3743
H  -0.666  -7.004  -2.262  0.4646
H  -0.533  -5.435  -3.026  0.3407
H  -1.785  -5.719  -1.812  0.3949
H  -0.173  -3.397  -2.694  0.4101
H  -0.119  -4.314  1.478  0.3935
H  -1.453  0.015  2.295  0.2665
H  0.328  0.045  2.463  0.3275
H  -0.701  -0.276  3.866  0.5994
H  -2.703  -2.149  2.341  0.3603
H  -2.072  -2.362  3.974  0.4444
H  -1.883  -3.640  2.781  0.4033
H  1.561  -2.200  3.034  0.3803
H  0.580  -3.631  3.337  0.3688
H  0.445  -2.247  4.398  0.4850
C  0.972  7.080  -3.344  -1.4001
C  1.439  5.682  -3.373  1.0575
N  2.163  5.134  -4.291  -0.7103
N  2.357  3.860  -3.928  0.2670
C  1.741  3.575  -2.770  0.2058
S  1.809  2.114  -1.940  -0.3310
N  1.143  4.744  -2.397  0.4398
N  0.378  4.893  -1.242  -0.7010
H  1.348  7.583  -4.229  0.3473
H  1.349  7.607  -2.468  0.3540
H  -0.117  7.131  -3.348  0.3478
H  2.921  3.234  -4.486  0.1764
H  -0.050  5.818  -1.260  0.2648
H  0.983  4.828  -0.420  0.1973
Cl  -2.923  1.869  0.034  -0.0292
C  -3.166  3.187  -1.128  -0.2784
Cl  -1.839  3.066  -2.284  -0.0284
H  -3.112  4.151  -0.616  0.2919
H  -4.120  3.054  -1.642  0.4143
C  -0.788  4.359  2.738  -1.0810
S  0.012  2.773  2.338  0.6664
C  1.710  3.216  2.817  -1.1653
O  0.017  2.806  0.803  0.0008
H  -0.343  5.165  2.164  0.3499
H  -0.672  4.543  3.800  0.4627
H  -1.844  4.268  2.498  0.3280
H  1.777  3.092  3.894  0.4586
H  1.972  4.237  2.557  0.4098
H  2.388  2.522  2.327  0.3629


Entry 2:
2 unconnected molecules or ions with the total composition C3H9NO2 at a distorted geometry, computed with ωB97M-V with the def2-TZVPD basis set.

Computed properties:
**Orbital gap**: 0.367 hartree
**Spin multiplicity**: 1
**Energy relative to the best compared isomer or geometry (same formula, charge and spin)**: 270.49 kJ/mol
**SMILES**: CNC(C)=O.O
**Energy**: -324.86959 Eh
**Highest occupied orbital energy**: -9.249 eV

Last column: Mulliken charge in e.
Geometry (Å):
C  -0.774  0.922  -0.026  -0.6987
N  0.480  0.454  -0.548  -0.1365
C  1.231  -0.668  -0.181  0.4989
C  2.596  -0.687  -0.809  -0.8464
O  0.681  -1.647  0.371  -0.6364
H  -0.785  0.296  0.956  0.3115
H  -0.590  2.134  0.242  0.2120
H  -1.467  0.917  -0.888  0.2815
H  1.311  0.974  -0.919  0.2277
H  2.899  0.155  -1.504  0.3468
H  2.663  -1.627  -1.487  0.2356
H  3.167  -0.815  0.245  0.2077
O  -3.343  1.092  0.981  -0.5694
H  -3.965  1.645  1.286  0.2628
H  -3.613  0.178  1.177  0.3029


Entry 3:
3 unconnected molecules or ions with the total composition C6H19NO4, computed with ωB97M-V with the def2-TZVPD basis set.

Computed properties:
**Orbital gap**: 0.379 hartree
**Spin multiplicity**: 1
**Energy relative to the best compared isomer or geometry (same formula, charge and spin)**: 208.43 kJ/mol
**SMILES**: COCCNCCOC.O.O
**Energy**: -595.67963 Eh
**Highest occupied orbital energy**: -9.512 eV

Last column: Mulliken charge in e.
Geometry (Å):
C  -0.935  1.258  -3.228  -0.8377
O  -0.544  0.914  -1.933  -0.2759
C  0.815  1.136  -1.676  -0.6478
C  1.137  0.781  -0.235  -0.5839
N  1.200  -0.672  -0.004  -0.3449
C  1.679  -1.033  1.332  -0.8466
C  0.775  -0.626  2.458  -0.4641
O  0.819  0.752  2.701  -0.3193
C  -0.178  1.140  3.644  -0.7481
H  -1.901  0.792  -3.416  0.2599
H  -0.219  0.867  -3.960  0.3358
H  -1.025  2.342  -3.356  0.2945
H  1.081  2.188  -1.840  0.3909
H  1.434  0.526  -2.357  0.3662
H  0.356  1.193  0.400  0.2466
H  2.092  1.270  0.011  0.4667
H  1.845  -1.060  -0.684  0.2181
H  2.715  -0.694  1.500  0.4263
H  1.741  -2.126  1.369  0.4063
H  1.101  -1.158  3.366  0.4539
H  -0.240  -0.997  2.237  0.3092
H  -0.026  2.199  3.838  0.2332
H  -0.027  0.605  4.587  0.3124
H  -1.167  0.955  3.222  0.3212
O  -3.062  -2.487  -2.506  -0.6478
H  -2.587  -1.971  -1.828  0.4553
H  -2.924  -3.401  -2.246  0.2796
O  -1.626  -1.157  -0.464  -0.8433
H  -1.601  -0.254  -0.812  0.4505
H  -0.728  -1.282  -0.122  0.3325